The ion C8H10N3O with charge -1 at a distorted geometry. Source: the OMol25 dataset; level of theory: wB97M-V/def2-TZVPD.

```
22
Properties=species:S:1:pos:R:3:nbo_charge:R:1
C 1.28286 1.33389 0.13083 -0.432
C 2.31023 0.37332 0.29056 0.133
C 0.09605 0.58162 0.23271 0.232
C -1.68225 -1.56684 0.64532 -0.252
C -0.35407 -1.69312 0.77234 0.021
C -2.21099 -0.19736 0.14070 -0.144
C 3.76339 0.56944 -0.03812 -0.654
C -2.44029 -0.12684 -1.36736 -0.640
N 1.78990 -0.86277 0.51784 -0.348
N 0.48564 -0.68576 0.51625 -0.239
N -1.49635 0.99238 0.76441 -0.049
O -1.88372 2.18940 0.46378 -0.708
H 1.24370 2.43445 -0.01724 0.232
H -2.49028 -2.18120 0.82504 0.201
H 0.03109 -2.57334 1.09033 0.195
H -3.11715 -0.00028 0.71238 0.186
H 3.66564 1.41475 -0.82575 0.225
H 4.23297 0.74988 0.89860 0.213
H 4.16994 -0.44663 -0.39808 0.218
H -1.44880 -0.46058 -1.81802 0.197
H -2.82330 0.92766 -1.74070 0.226
H -3.12421 -0.77205 -1.79584 0.187
```

## Properties
- largest force on an atom (hartree/bohr) = 0.0956
- frontier orbital gap (spin up / spin down) (eV) = 5.9 / 5.9
- energy above the lowest of the compared OMol25 structures with the same formula, charge and spin (kJ/mol) = 0.0
- total charge = -1
- LUMO level (spin up / spin down) (eV) = 3.8 / 3.8

A cluster of 2 separate species, C3H7S in total at a distorted geometry. Source: the OMol25 dataset; level of theory: wB97M-V/def2-TZVPD.

```
11
Properties=species:S:1:pos:R:3:nbo_charge:R:1
S 2.38274 0.04865 0.25271 -1.060
H 2.66376 -0.87089 1.07478 0.068
C -1.33173 -0.73018 0.65674 -0.656
C -1.88389 0.50694 -0.02622 -0.141
C -2.06222 0.42279 -1.33138 -0.409
H -0.61040 -0.31305 1.35257 0.244
H -2.02937 -1.38630 1.12115 0.188
H -0.76027 -1.33176 -0.05627 0.227
H -1.75610 1.31511 0.51684 0.182
H -2.18564 1.14689 -2.09420 0.181
H -1.77877 -0.53568 -1.75304 0.176
```

## Properties
- largest force on an atom (hartree/bohr) = 0.1037
- frontier orbital gap (eV) = 6.4
- energy above the lowest of the compared OMol25 structures with the same formula, charge and spin (kJ/mol) = 133.7
- total charge = -1
- LUMO level (eV) = 4.0

A structure of composition C2H3CuO at a distorted geometry. Source: the OMol25 dataset; level of theory: wB97M-V/def2-TZVPD.

```
7
Properties=species:S:1:pos:R:3:nbo_charge:R:1
C -0.39018 -1.35458 0.32219 -0.330
C -0.88833 -0.25138 -0.29560 0.226
O -0.17523 0.79849 -0.61305 -0.680
Cu 1.63338 1.05196 -0.56864 0.196
H 0.28074 -1.25422 1.18062 0.216
H -0.54452 -2.33217 -0.13637 0.218
H -1.82405 -0.36977 -0.87150 0.155
```

## Properties
- largest force on an atom (hartree/bohr) = 0.0728
- frontier orbital gap (spin up / spin down) (eV) = 6.5 / 6.5
- expectation value of S² = 2.03
- energy above the lowest of the compared OMol25 structures with the same formula, charge and spin (kJ/mol) = 0.0
- 2S+1 = 3
- total charge = 0
- LUMO level (spin up / spin down) (eV) = 0.4 / -2.4

A cluster of 2 separate species, C5H13NO in total at a distorted geometry. Source: the OMol25 dataset; level of theory: wB97M-V/def2-TZVPD.

```
20
Properties=species:S:1:pos:R:3:nbo_charge:R:1
C 1.11516 1.34404 2.07491 -0.599
C 0.56058 0.73565 0.79426 -0.379
C -0.74849 -0.15861 0.80490 -0.434
C -1.27485 -0.19773 -0.52828 -0.266
C -1.04665 0.56965 -1.59258 -0.015
N -1.26735 0.08853 -2.90186 -0.804
H 1.18169 0.66545 2.79824 0.194
H 0.41319 2.05028 2.45226 0.197
H 2.05935 1.94516 1.91828 0.204
H 0.52377 1.56445 0.01461 0.184
H 1.39092 0.14173 0.29971 0.189
H -0.37597 -1.09843 1.15554 0.225
H -1.50287 0.23212 1.56118 0.199
H -1.89389 -1.18197 -0.64027 0.194
H -0.49748 1.51217 -1.69625 0.191
H -1.90705 -0.46489 -3.23195 0.366
H -1.15813 0.90927 -3.47913 0.354
H 1.64695 -2.84661 0.76629 0.432
H 1.63502 -2.84878 -0.72560 0.475
O 1.14609 -2.96146 0.15573 -0.904
```

## Properties
- largest force on an atom (hartree/bohr) = 0.3214
- frontier orbital gap (eV) = 8.7
- energy above the lowest of the compared OMol25 structures with the same formula, charge and spin (kJ/mol) = 367.9
- total charge = 0
- LUMO level (eV) = 0.9

An isolated molecule of C20H22N2O2. Source: the OMol25 dataset; level of theory: wB97M-V/def2-TZVPD.

```
46
Properties=species:S:1:pos:R:3:nbo_charge:R:1
C 5.16827 2.02662 0.67051 -0.631
C 4.16755 1.27411 -0.15131 0.014
C 3.27345 1.93704 -0.98123 -0.232
C 2.33525 1.22904 -1.71016 -0.212
C 2.27356 -0.14850 -1.60869 -0.193
C 3.15588 -0.83089 -0.78080 -0.010
C 4.09842 -0.10950 -0.06476 -0.214
H 4.78197 -0.63222 0.58911 0.206
C 3.01547 -2.31325 -0.57103 -0.432
H 3.99272 -2.78892 -0.47975 0.221
H 2.48795 -2.76400 -1.41531 0.202
C 2.21893 -2.56164 0.72388 -0.219
N 0.99860 -1.78916 0.73681 -0.619
C 0.95655 -0.57636 1.35827 0.673
O 1.78426 -0.22595 2.17393 -0.613
C -0.19744 0.28189 0.96214 -0.127
C -1.45287 -0.24543 0.68712 -0.267
C -2.50059 0.59127 0.30661 0.232
C -2.26484 1.96137 0.18880 -0.232
C -1.01586 2.47928 0.47571 -0.198
C 0.01872 1.65128 0.86951 -0.178
H 0.99768 2.04031 1.10078 0.235
H -0.85231 3.54275 0.38906 0.217
H -3.06693 2.61539 -0.10753 0.251
N -3.76376 0.05109 0.03173 -0.456
C -4.95292 0.72575 0.06283 0.691
O -5.11261 1.90153 0.28515 -0.597
C -6.06046 -0.28033 -0.21175 -0.499
C -5.33467 -1.46809 -0.82892 -0.404
H -5.26947 -1.34658 -1.91087 0.210
H -5.81299 -2.42169 -0.61547 0.219
C -3.94161 -1.37103 -0.20576 -0.205
H -3.89835 -1.92592 0.74016 0.188
H -3.16109 -1.74532 -0.87220 0.204
H -6.52165 -0.53890 0.74392 0.230
H -6.82615 0.15506 -0.85027 0.238
H -1.61758 -1.30430 0.81529 0.214
H 0.37983 -1.93019 -0.04714 0.388
H 1.98046 -3.62407 0.83023 0.197
H 2.79813 -2.23086 1.58829 0.235
H 1.53333 -0.69553 -2.17756 0.195
H 1.64053 1.75318 -2.35051 0.213
H 3.30804 3.01473 -1.05433 0.209
H 4.87354 1.99766 1.71939 0.227
H 6.15452 1.57322 0.58830 0.217
H 5.23055 3.06606 0.35779 0.213
```

## Properties
- largest force on an atom (hartree/bohr) = 0.0104
- frontier orbital gap (eV) = 9.0
- energy above the lowest of the compared OMol25 structures with the same formula, charge and spin (kJ/mol) = 19.7
- total charge = 0
- LUMO level (eV) = 0.5

The ion C4H10NS with charge -1 at a distorted geometry. Source: the OMol25 dataset; level of theory: wB97M-V/def2-TZVPD.

```
16
Properties=species:S:1:pos:R:3:nbo_charge:R:1
C -0.19121 -0.85439 -0.63215 -0.446
C -1.70135 -0.85389 -0.85074 -0.516
S -2.35765 -2.50238 -1.31918 -0.739
C 0.41751 0.55772 -0.65332 -0.227
N 1.52265 0.79876 0.28005 -0.626
C 1.00115 1.07903 1.62579 -0.419
H 0.01063 -1.44886 0.26809 0.189
H 0.30768 -1.46780 -1.39080 0.204
H -1.89812 -0.20918 -1.70550 0.170
H -2.21320 -0.47032 0.02761 0.172
H 0.77897 0.73874 -1.63985 0.181
H -0.37583 1.29361 -0.49168 0.179
H 2.05765 -0.04201 0.42651 0.342
H 0.63894 2.10146 1.71901 0.180
H 1.76520 0.92807 2.39096 0.179
H 0.23699 0.35143 1.94519 0.174
```

## Properties
- largest force on an atom (hartree/bohr) = 0.0252
- frontier orbital gap (eV) = 5.9
- energy above the lowest of the compared OMol25 structures with the same formula, charge and spin (kJ/mol) = 35.9
- total charge = -1
- LUMO level (eV) = 3.7

We obtain E values of -14971.511 -14059.075 -48805.004 -8930.198 -28173.938 -16635.739 eV for the records listed above, in that order.